# 1
The following is a DFT calculation (the ωB97M-V functional and the def2-TZVPD basis) of C17H18AsF6IrNO10SSe as an isolated structure at a distorted geometry.

Structure (ORCA input):
```
! RIJCOSX wB97M-V def2-TZVPD def2/J DEFGRID3
* xyz -2 2
Ir 0.22 -0.22 1.55
O -2.84 2.17 3.47
S -1.91 1.07 3.50
O -1.80 0.36 4.73
O -0.62 1.45 2.83
O -2.50 -0.03 2.43
C 1.13 -3.52 -0.19
As 0.00 -1.96 -0.06
C -1.75 -2.72 -0.39
C 0.36 -1.19 -1.80
H 0.83 -4.09 -1.07
H 1.02 -4.11 0.71
H 2.16 -3.18 -0.27
H -1.85 -2.90 -1.46
H -2.53 -2.05 -0.04
H -1.82 -3.65 0.17
H 0.14 -1.90 -2.60
H 1.41 -0.90 -1.84
H -0.25 -0.29 -1.90
C -3.90 2.26 0.34
C -3.72 0.75 0.45
C -2.40 0.38 1.08
N -1.30 0.41 0.48
H -4.83 2.50 -0.18
H -3.06 2.69 -0.22
H -3.91 2.72 1.33
H -3.75 0.29 -0.54
H -4.51 0.32 1.06
O 2.73 0.68 1.96
Se 3.61 -0.92 2.13
O 4.78 -0.86 1.02
O 2.37 -1.91 1.74
O 4.08 -0.88 3.67
F 1.44 4.87 -5.48
C 1.82 3.58 -5.46
F 1.01 2.94 -6.35
F 3.06 3.54 -6.02
C 1.79 2.99 -4.10
C 0.97 3.53 -3.11
C 0.95 2.98 -1.84
C 1.76 1.87 -1.52
C 2.55 1.30 -2.55
C 2.56 1.86 -3.81
C 1.82 1.35 -0.22
C 1.87 0.73 0.87
H 0.34 4.38 -3.34
H 0.30 3.39 -1.08
H 3.15 0.43 -2.32
H 3.18 1.42 -4.59
F 0.07 -2.85 5.63
C -0.64 -3.41 4.65
F -0.25 -4.70 4.57
F -1.93 -3.42 5.04
C -0.50 -2.69 3.28
O -0.04 -1.53 3.36
O -0.87 -3.34 2.30
*
```

- HOMO-LUMO gap (alpha / beta): 5.97 / 6.56 eV
- E_LUMO (alpha / beta): 4.35 / 4.16 eV
- Relative energy (zero: lowest compared OMol25 entry of this formula, charge and spin): 53.6 kcal/mol

# 2
The following is a DFT calculation (the ωB97M-V functional and the def2-TZVPD basis) of C12H18I2IrN3S2 as an isolated structure.

Structure (ORCA input):
```
! RIJCOSX wB97M-V def2-TZVPD def2/J DEFGRID3
* xyz 2 1
Ir 0.46 -0.66 -0.49
I 0.93 -3.15 0.25
C 2.49 -2.49 1.54
I 2.90 -0.45 1.08
H 3.38 -3.08 1.36
H 2.15 -2.56 2.57
S -1.52 -1.41 -1.47
C -2.09 -1.08 0.14
N -1.09 -0.62 0.87
C -1.48 -0.27 2.16
C -0.68 0.25 3.17
C -1.28 0.52 4.39
C -2.64 0.27 4.60
C -3.44 -0.25 3.60
C -2.84 -0.51 2.37
S -3.60 -1.15 0.92
H 0.37 0.43 3.01
H -0.68 0.92 5.20
H -3.07 0.49 5.56
H -4.49 -0.43 3.76
N 1.79 -1.00 -2.16
C 1.57 -0.50 -3.57
C 0.62 0.67 -3.63
C 1.12 1.89 -2.85
C 0.10 2.35 -1.83
N 0.03 1.42 -0.65
H 2.73 -0.75 -1.87
H 1.83 -2.01 -2.23
H 1.20 -1.33 -4.16
H 2.55 -0.23 -3.97
H -0.34 0.35 -3.24
H 0.45 0.92 -4.67
H 1.34 2.72 -3.52
H 2.07 1.68 -2.33
H -0.89 2.38 -2.28
H 0.33 3.34 -1.45
H -0.91 1.51 -0.26
H 0.62 1.82 0.08
*
```

- HOMO-LUMO gap: 7.04 eV
- E_LUMO: -7.45 eV
- Relative energy (zero: lowest compared OMol25 entry of this formula, charge and spin): 9.1 kcal/mol

# 3
The following is a DFT calculation (the ωB97M-V functional and the def2-TZVPD basis) of C17H31N4Pd as an isolated structure.

Structure (ORCA input):
```
! RIJCOSX wB97M-V def2-TZVPD def2/J DEFGRID3
* xyz 3 5
Pd 0.25 -0.27 0.15
C -0.25 -0.92 3.41
C 1.23 -0.89 3.04
N 1.55 0.01 1.90
C 1.54 1.45 2.27
C 1.78 2.34 1.05
N 1.23 1.73 -0.19
C 0.49 2.65 -1.10
C -0.86 3.08 -0.55
C -1.88 1.98 -0.38
N -1.53 1.02 0.71
C -2.66 0.17 1.16
C -2.47 -1.26 0.73
N -1.17 -1.77 1.20
C -1.05 -1.97 2.67
H -0.70 0.07 3.30
H -0.33 -1.15 4.48
H 1.57 -1.89 2.76
H 1.84 -0.58 3.90
H 2.48 -0.23 1.57
H 2.31 1.64 3.03
H 0.58 1.67 2.74
H 2.85 2.51 0.90
H 1.33 3.31 1.22
H 2.00 1.34 -0.73
H 0.35 2.11 -2.04
H 1.11 3.52 -1.31
H -1.27 3.82 -1.24
H -0.74 3.62 0.40
H -2.03 1.41 -1.31
H -2.85 2.42 -0.13
H -1.19 1.56 1.50
H -3.60 0.55 0.74
H -2.75 0.25 2.24
H -2.50 -1.35 -0.36
H -3.29 -1.88 1.13
H -0.97 -2.64 0.73
H -0.60 -2.95 2.82
H -2.06 -2.03 3.08
C 0.83 -1.85 -1.32
C 1.00 -3.17 -0.73
C -0.05 -4.13 -0.82
C 0.15 -5.41 -0.37
C 1.41 -5.77 0.21
C 2.46 -4.82 0.31
C 2.26 -3.55 -0.14
H 0.03 -1.77 -2.05
H 1.75 -1.34 -1.61
H -0.97 -3.87 -1.33
H -0.63 -6.15 -0.47
H 1.56 -6.78 0.56
H 3.41 -5.12 0.73
H 3.07 -2.83 -0.11
*
```

- HOMO-LUMO gap (alpha / beta): 8.82 / 5.59 eV
- E_LUMO (alpha / beta): -9.03 / -14.00 eV
- Relative energy (zero: lowest compared OMol25 entry of this formula, charge and spin): 0.0 kcal/mol

# 4
The following is a DFT calculation (the ωB97M-V functional and the def2-TZVPD basis) of a single C17H29NO4 molecule.

Structure (ORCA input):
```
! RIJCOSX wB97M-V def2-TZVPD def2/J DEFGRID3
* xyz 0 1
C -1.79 -3.25 2.32
C -0.41 -2.64 2.11
H 0.16 -3.22 1.37
O -0.59 -1.31 1.65
C 0.59 -0.58 1.47
C 0.20 0.86 1.13
C 1.36 1.85 1.34
C 2.57 1.63 0.44
C 3.63 2.72 0.67
O 4.80 2.49 -0.07
H 4.57 2.41 -1.00
H 3.20 3.71 0.43
H 3.94 2.73 1.72
H 2.27 1.65 -0.61
H 3.03 0.66 0.65
H 0.97 2.86 1.18
H 1.68 1.79 2.38
H -0.57 1.12 1.87
C -0.42 0.94 -0.28
C 0.28 0.00 -1.20
C 1.11 -0.95 -0.79
O 1.43 -1.20 0.52
C 1.82 -1.82 -1.77
O 1.66 -1.72 -2.97
N 2.65 -2.73 -1.21
H 2.78 -2.74 -0.21
H 3.20 -3.33 -1.80
H 0.13 0.11 -2.26
H -0.27 1.96 -0.67
C -1.95 0.70 -0.23
C -2.54 0.33 -1.60
C -4.04 0.09 -1.49
C -4.76 1.32 -0.95
C -4.17 1.70 0.41
C -2.67 1.95 0.29
H -2.50 2.78 -0.40
H -2.28 2.24 1.26
H -4.67 2.60 0.79
H -4.35 0.90 1.12
H -5.83 1.12 -0.86
H -4.63 2.15 -1.65
H -4.44 -0.17 -2.48
H -4.22 -0.75 -0.83
H -2.06 -0.57 -1.97
H -2.35 1.14 -2.31
H -2.14 -0.13 0.45
H 1.19 -0.61 2.40
H 0.16 -2.62 3.05
H -1.68 -4.27 2.68
H -2.35 -2.67 3.04
H -2.33 -3.26 1.38
*
```

- HOMO-LUMO gap: 9.62 eV
- Structure (SMILES): CCO[C@H]1OC(C(N)=O)=C[C@@H](C2CCCCC2)[C@@H]1CCCO
- E_LUMO: 0.70 eV
- Relative energy (zero: lowest compared OMol25 entry of this formula, charge and spin): 18.0 kcal/mol

# 5
The following is a DFT calculation (the ωB97M-V functional and the def2-TZVPD basis) of a single C17H20N2O5S2 molecule at a distorted geometry.

Structure (ORCA input):
```
! RIJCOSX wB97M-V def2-TZVPD def2/J DEFGRID3
* xyz 0 1
C -6.78 1.12 -1.53
H -7.20 1.22 -2.53
H -6.76 2.11 -1.07
H -7.42 0.48 -0.94
C -5.38 0.52 -1.61
N -4.85 0.20 -0.31
S -3.89 -1.15 -0.21
O -4.48 -2.15 -1.04
O -3.67 -1.43 1.17
C -2.32 -0.68 -0.95
C -1.35 -0.10 -0.15
C -0.15 0.30 -0.73
C 0.05 0.11 -2.10
C -0.93 -0.47 -2.88
C -2.13 -0.86 -2.31
H -2.91 -1.33 -2.88
H -0.76 -0.62 -3.93
H 0.99 0.41 -2.54
N 0.88 0.90 0.00
C 0.85 1.36 1.27
O -0.12 1.40 1.99
C 2.21 1.92 1.73
H 2.10 2.31 2.74
H 2.51 2.72 1.04
O 3.23 0.94 1.80
C 3.90 0.64 0.68
O 3.63 1.10 -0.41
C 4.99 -0.28 0.92
C 5.40 -0.85 2.11
C 6.50 -1.70 1.94
C 6.92 -1.77 0.64
S 5.97 -0.80 -0.41
H 7.73 -2.34 0.24
H 6.97 -2.24 2.74
H 4.92 -0.65 3.04
H 1.76 1.02 -0.51
H -1.53 0.01 0.90
C -4.60 1.26 0.65
C -3.73 2.40 0.13
H -3.50 3.07 0.96
H -4.25 2.98 -0.63
H -2.80 2.03 -0.27
H -4.12 0.77 1.50
H -5.57 1.65 0.98
H -5.43 -0.43 -2.14
H -4.71 1.20 -2.16
*
```

- HOMO-LUMO gap: 8.65 eV
- Structure (SMILES): CCN(CC)S(=O)(=O)c1cccc(NC(=O)COC(=O)c2cccs2)c1
- E_LUMO: -0.23 eV
- Relative energy (zero: lowest compared OMol25 entry of this formula, charge and spin): 6.2 kcal/mol

# 6
The following is a DFT calculation (the ωB97M-V functional and the def2-TZVPD basis) of a single CN2O3S molecule at a distorted geometry.

Structure (ORCA input):
```
! RIJCOSX wB97M-V def2-TZVPD def2/J DEFGRID3
* xyz 0 3
C 0.11 0.60 -0.15
N 1.54 -0.39 0.29
N -1.12 -0.14 -0.12
O -1.08 -1.26 0.33
O 2.33 -0.58 -0.54
O -2.08 0.42 -0.60
S 0.27 2.18 -0.10
*
```

- HOMO-LUMO gap (alpha / beta): 6.08 / 7.04 eV
- E_LUMO (alpha / beta): -2.21 / -3.53 eV
- Relative energy (zero: lowest compared OMol25 entry of this formula, charge and spin): 83.7 kcal/mol

# 7
The following is a DFT calculation (the ωB97M-V functional and the def2-TZVPD basis) of a single C20H23N3O3 molecule.

Structure (ORCA input):
```
! RIJCOSX wB97M-V def2-TZVPD def2/J DEFGRID3
* xyz 0 1
C -6.23 -0.02 -0.01
H -6.48 -1.06 0.23
O -5.12 0.06 -0.87
C -3.93 -0.43 -0.46
C -2.87 -0.28 -1.36
C -1.61 -0.75 -1.04
C -1.38 -1.36 0.19
C -2.43 -1.48 1.09
C -3.70 -1.03 0.77
H -4.49 -1.15 1.49
H -2.24 -1.94 2.04
C -0.03 -1.83 0.61
O 0.33 -1.83 1.78
N 0.76 -2.28 -0.39
H 0.44 -2.25 -1.34
C 2.14 -2.67 -0.19
C 3.04 -1.61 -0.82
O 3.34 -1.69 -2.00
N 3.44 -0.58 -0.05
C 3.11 -0.34 1.34
H 3.90 -0.74 1.99
C 2.98 1.18 1.56
N 2.39 1.82 0.41
C 1.02 2.01 0.29
C 0.52 2.77 -0.77
C -0.83 3.02 -0.89
C -1.73 2.53 0.04
C -1.24 1.79 1.11
C 0.11 1.52 1.23
H 0.43 0.91 2.06
H -1.92 1.40 1.85
H -2.78 2.73 -0.05
H -1.19 3.60 -1.73
H 1.19 3.20 -1.50
C 3.23 1.74 -0.77
H 2.60 1.63 -1.65
C 4.16 0.52 -0.67
H 5.05 0.74 -0.07
H 4.47 0.20 -1.67
H 3.83 2.65 -0.88
H 2.38 1.38 2.45
H 3.96 1.63 1.72
H 2.16 -0.82 1.60
H 2.33 -3.61 -0.72
H 2.31 -2.81 0.88
H -0.81 -0.59 -1.74
H -3.06 0.21 -2.30
H -6.05 0.53 0.92
H -7.06 0.43 -0.54
*
```

- HOMO-LUMO gap: 8.33 eV
- Structure (SMILES): COc1ccc(C(=O)NCC(=O)N2CCN(c3ccccc3)CC2)cc1
- E_LUMO: 0.77 eV
- Relative energy (zero: lowest compared OMol25 entry of this formula, charge and spin): 32.2 kcal/mol

# 8
The following is a DFT calculation (the ωB97M-V functional and the def2-TZVPD basis) of a 2-piece molecular cluster, C7H12 overall.

Structure (ORCA input):
```
! RIJCOSX wB97M-V def2-TZVPD def2/J DEFGRID3
* xyz 0 1
C 1.20 1.11 -2.10
C 1.62 -1.27 0.54
C 0.52 -0.96 1.21
C -0.08 0.41 1.37
C -1.50 0.48 0.81
C -1.92 -0.30 -0.41
C -2.37 -0.74 0.72
H 2.27 1.20 -1.91
H 0.65 1.80 -1.46
H 1.00 1.34 -3.15
H 1.93 -2.31 0.44
H 2.24 -0.52 0.05
H -0.06 -1.76 1.67
H 0.55 1.17 0.88
H -0.12 0.68 2.44
H -1.98 1.45 1.00
H -1.86 -0.39 -1.48
H 0.88 0.09 -1.88
H -2.94 -1.48 1.27
*
```

- HOMO-LUMO gap: 10.63 eV
- Structure (SMILES): C=CCC1C=C1.C
- E_LUMO: 1.18 eV
- Relative energy (zero: lowest compared OMol25 entry of this formula, charge and spin): 74.4 kcal/mol

What is the relative energy (zero: lowest compared OMol25 entry of this formula, charge and spin) in the fifth record? 6.2 kcal/mol

Among the records above, which one has the highest relative energy (zero: lowest compared OMol25 entry of this formula, charge and spin)? CN2O3S

The highest relative energy (zero: lowest compared OMol25 entry of this formula, charge and spin) belongs to which entry? CN2O3S

Which value of relative energy (zero: lowest compared OMol25 entry of this formula, charge and spin) does entry 7 give? 32.2 kcal/mol